Record 1
{
  "formula": "C31H25ClPPt",
  "method": "wB97M-V/def2-TZVPD",
  "species": ["C", "C", "C", "H", "C", "C", "H", "H", "H", "H", "Pt", "Cl", "P", "C", "C", "H", "C", "H", "C", "H", "C", "H", "C", "H", "C", "C", "H", "C", "H", "C", "H", "C", "H", "C", "H", "C", "C", "H", "C", "H", "C", "H", "C", "H", "C", "H", "C", "C", "C", "C", "C", "C", "C", "C", "H", "H", "H", "H", "H"],
  "positions_angstrom": [[-1.0927, -1.3452, 1.2555], [-0.9925, -1.8895, -0.0547], [0.4029, -2.0851, -0.3428], [-1.8060, -2.0812, -0.7320], [1.1420, -1.7161, 0.8097], [0.2389, -1.2020, 1.7744], [0.5028, -0.7841, 2.7304], [-1.9962, -1.0418, 1.7542], [0.8114, -2.4556, -1.2670], [2.2151, -1.6722, 0.8749], [0.0000, 0.0000, 0.0000], [1.8487, 1.2614, -0.4325], [0.1163, 0.3480, -3.8123], [1.2207, -0.7149, -4.8296], [0.8016, -1.4284, -5.9503], [-0.2311, -1.3765, -6.2649], [1.7020, -2.2044, -6.6670], [1.3620, -2.7553, -7.5342], [3.0326, -2.2708, -6.2797], [3.7332, -2.8750, -6.8410], [3.4598, -1.5624, -5.1642], [4.4944, -1.6138, -4.8516], [2.5584, -0.7994, -4.4390], [2.8930, -0.2605, -3.5608], [-1.5384, -0.0837, -4.4911], [-2.1718, -1.2071, -3.9567], [-1.6867, -1.7684, -3.1673], [-3.4111, -1.6107, -4.4276], [-3.8874, -2.4865, -4.0069], [-4.0467, -0.8840, -5.4259], [-5.0191, -1.1920, -5.7873], [-3.4312, 0.2421, -5.9531], [-3.9215, 0.8139, -6.7302], [-2.1830, 0.6383, -5.4930], [-1.7074, 1.5120, -5.9156], [0.4024, 2.0024, -4.5646], [1.1029, 2.2087, -5.7510], [1.5169, 1.3642, -6.2833], [1.2709, 3.4915, -6.2541], [1.8192, 3.6375, -7.1756], [0.7345, 4.5819, -5.5847], [0.8654, 5.5808, -5.9796], [0.0339, 4.3857, -4.4016], [-0.3819, 5.2317, -3.8703], [-0.1214, 3.1069, -3.8905], [-0.6557, 2.9600, -2.9596], [-0.2477, 1.1675, 1.7287], [-0.4189, 1.5780, 2.8588], [-0.5014, 1.7604, 4.2944], [-1.1801, 2.8396, 4.8746], [-1.2460, 2.9532, 6.2727], [-0.6205, 2.0044, 7.0907], [0.0671, 0.9371, 6.5171], [0.1201, 0.8108, 5.1297], [-1.6727, 3.5764, 4.2542], [-1.7827, 3.7746, 6.7265], [-0.6660, 2.0933, 8.1687], [0.5603, 0.2034, 7.1443], [0.6665, -0.0259, 4.7240]],
  "charge": 1,
  "e_homo_ev": [-8.790, -10.192],
  "s_squared": 6.02,
  "homo_lumo_gap_ev": [6.2, 3.1],
  "multiplicity": 5
}



Record 2
{
  "formula": "C31H26As2Cl2HfN2S2",
  "method": "wB97M-V/def2-TZVPD",
  "species": ["Hf", "C", "C", "As", "C", "C", "C", "C", "C", "C", "C", "C", "C", "C", "C", "C", "As", "C", "C", "C", "C", "C", "C", "C", "C", "C", "C", "C", "C", "H", "H", "H", "H", "H", "H", "H", "H", "H", "H", "H", "H", "H", "H", "H", "H", "H", "H", "H", "H", "H", "H", "H", "H", "S", "C", "C", "N", "C", "S", "C", "N", "Cl", "C", "Cl", "H", "H"],
  "positions_angstrom": [[-1.3859, -0.5839, -1.3916], [1.2809, -1.5525, 1.2540], [1.9751, -1.6053, -0.1043], [1.4260, -0.0466, -1.1223], [2.3904, -0.0504, -2.7841], [2.2317, 1.0381, -3.6379], [2.8857, 1.0499, -4.8606], [3.6880, -0.0227, -5.2276], [3.8440, -1.1057, -4.3740], [3.1937, -1.1262, -3.1476], [2.1008, 1.4470, -0.0996], [1.5462, 2.7069, -0.3208], [2.0665, 3.8144, 0.3312], [3.1361, 3.6629, 1.2039], [3.6926, 2.4096, 1.4160], [3.1835, 1.2970, 0.7602], [-0.6697, -1.8809, 1.2258], [-0.8975, -2.0367, 3.1490], [-0.6726, -3.2998, 3.6890], [-0.7405, -3.4755, 5.0627], [-1.0432, -2.3990, 5.8845], [-1.2771, -1.1457, 5.3374], [-1.2074, -0.9555, 3.9640], [-1.6506, -0.1344, 1.0122], [-1.0971, 1.1555, 1.1096], [-1.9137, 2.2552, 1.3298], [-3.2788, 2.0758, 1.5253], [-3.8410, 0.8017, 1.4764], [-3.0439, -0.2927, 1.1940], [1.4811, -0.6353, 1.8088], [1.6294, -2.3738, 1.8851], [1.6402, -2.4838, -0.6679], [3.0571, -1.6756, 0.0045], [1.6193, 1.8858, -3.3494], [2.7756, 1.8977, -5.5232], [4.2012, -0.0102, -6.1796], [4.4810, -1.9327, -4.6578], [3.3319, -1.9698, -2.4828], [0.7110, 2.8316, -1.0036], [1.6426, 4.7936, 0.1536], [3.5424, 4.5257, 1.7140], [4.5338, 2.2953, 2.0864], [3.6478, 0.3329, 0.9244], [-0.4544, -4.1470, 3.0489], [-0.5679, -4.4545, 5.4885], [-1.1030, -2.5382, 6.9553], [-1.5167, -0.3092, 5.9800], [-1.3932, 0.0294, 3.5564], [-0.0243, 1.2968, 1.0675], [-1.4807, 3.2452, 1.3865], [-3.9097, 2.9332, 1.7210], [-4.8980, 0.6667, 1.6571], [-3.4847, -1.2839, 1.1709], [-3.6569, -1.2081, -2.0809], [-3.9299, 0.5022, -1.8034], [-5.2003, 0.8159, -1.2140], [-6.2154, 1.0603, -0.7353], [-3.0374, 1.5126, -2.0397], [-1.4837, 1.3389, -2.8506], [-3.3142, 2.8504, -1.5987], [-3.4748, 3.9250, -1.2259], [-0.4023, -1.6527, -3.8381], [-1.0562, -3.2776, -3.5430], [-1.2375, -3.4022, -1.7726], [-0.3459, -4.0221, -3.8831], [-2.0294, -3.3628, -4.0136]],
  "charge": 2,
  "e_homo_ev": -14.454,
  "homo_lumo_gap_ev": 7.4,
  "multiplicity": 1
}